{
  "formula": "C22H32F8N2NaO5S2",
  "method": "the ωB97M-V functional and the def2-TZVPD basis",
  "lumo_energy_ev": -4.46,
  "orbital_gap_ha": 0.20245,
  "homo_ha": -0.3663,
  "total_charge": 1,
  "energy_ev": -84369.9596,
  "symbols": ["C", "C", "C", "C", "N", "C", "C", "C", "O", "C", "C", "F", "F", "C", "F", "F", "C", "F", "F", "C", "F", "F", "O", "C", "O", "O", "C", "C", "C", "C", "S", "C", "S", "N", "C", "C", "O", "C", "C", "H", "H", "H", "H", "H", "H", "H", "H", "H", "H", "H", "H", "H", "H", "H", "H", "H", "H", "H", "H", "H", "H", "H", "H", "H", "H", "H", "H", "H", "H", "H", "H", "Na"],
  "positions_angstrom": [[-1.47282, 0.96930, 6.71210], [-2.47908, 0.24635, 5.77141], [-1.83796, -0.16157, 4.42888], [-2.93497, -0.55687, 3.39104], [-2.91673, 0.22705, 2.13161], [-2.20778, -0.40965, 1.05972], [-2.65292, -1.82759, 0.63735], [-1.54490, -2.91363, 0.76148], [-1.50741, -3.72499, -0.44465], [-0.56031, -3.24529, -1.40116], [0.34028, -4.36426, -1.92996], [-0.45478, -5.45034, -2.14192], [0.79407, -3.99330, -3.11580], [1.46368, -4.77985, -0.93382], [1.13991, -4.32546, 0.30184], [1.51812, -6.09126, -0.82851], [2.87425, -4.22140, -1.24863], [3.33332, -4.61362, -2.41516], [3.68697, -4.76220, -0.33017], [3.01282, -2.68658, -1.04205], [4.32675, -2.43831, -1.05149], [2.45805, -2.00292, -2.03984], [-0.77851, -0.19268, 1.29008], [-0.17332, -0.05824, 0.07213], [0.92220, 0.15117, -0.14294], [-1.16486, -0.19660, -0.90100], [-2.29433, 0.42343, -0.25177], [-2.20769, 1.94773, -0.13663], [-2.07737, 2.51555, -1.58862], [-1.13500, 3.72200, -1.68078], [0.60167, 3.22072, -1.68999], [1.47973, 4.48813, -2.59069], [0.74345, 5.81632, -3.18067], [2.86849, 4.34018, -2.77783], [3.57916, 3.83973, -1.59139], [3.76617, 2.31660, -1.53661], [4.30168, 1.79838, -2.73817], [3.39515, 2.08233, -3.80017], [3.21095, 3.59234, -3.99692], [-1.63733, 0.71292, 7.76133], [-0.44295, 0.74164, 6.42860], [-1.67878, 2.04268, 6.64394], [-3.34884, 0.88385, 5.57589], [-2.83350, -0.63564, 6.31693], [-1.13556, 0.58892, 4.05061], [-1.26318, -1.07081, 4.65159], [-2.88210, -1.64080, 3.24029], [-3.90433, -0.36761, 3.86849], [-2.36610, 1.05405, 2.34969], [-3.47592, -2.11194, 1.30599], [-3.05273, -1.85765, -0.37959], [-0.56110, -2.52835, 1.03240], [-1.84204, -3.59752, 1.56733], [0.07405, -2.43541, -1.03444], [-1.11102, -2.84698, -2.26303], [2.66280, -2.38040, -0.05111], [-3.25658, 0.24871, -0.74439], [-1.38017, 2.26765, 0.50898], [-3.16227, 2.29610, 0.26380], [-3.08781, 2.82531, -1.87775], [-1.77845, 1.74341, -2.30588], [-1.37581, 4.26629, -2.59897], [-1.37067, 4.39418, -0.84757], [4.57810, 4.29648, -1.59778], [3.10091, 4.17173, -0.66505], [2.86284, 1.76778, -1.22194], [4.51150, 2.12129, -0.75420], [3.87783, 1.69316, -4.70341], [2.45306, 1.53056, -3.65038], [2.45047, 3.78463, -4.75932], [4.15993, 3.98297, -4.38685], [-3.20036, -4.62189, -0.75454]],
  "mulliken_charge": [-1.241, -0.539, -0.738, -0.626, -0.284, 1.291, -1.748, -0.465, -0.767, -0.319, 0.868, -0.390, -0.275, 0.491, -0.272, -0.326, 0.676, -0.276, -0.311, 0.186, -0.306, -0.253, -0.491, 0.477, -0.381, -0.383, -1.024, -1.049, -0.971, -1.057, 0.292, -0.204, -0.230, 0.076, -0.930, 0.253, -0.403, -0.297, -0.739, 0.345, 0.361, 0.282, 0.451, 0.312, 0.475, 0.295, 0.210, 0.553, 0.333, 0.821, 0.603, 0.503, 0.541, -0.335, 0.624, 0.295, 0.903, 0.601, 0.448, 0.512, 0.408, 0.579, 0.335, 0.343, 0.441, -0.186, 0.363, 0.388, 0.168, 0.423, 0.304, 0.984]
}